9
Properties=species:S:1:pos:R:3:forces:R:3:mulliken_charge:R:1 method="wB97M-V/def2-TZVPD" gap_ev="9.62 / 9.61" charge=0 e_homo_ev="-10.290 / -10.284"
C -0.27135 -0.86720 0.01087 1.7 -0.1 -1.3 0.42
C -0.42250 0.64827 0.15476 -4.3 -0.3 -0.5 0.94
N 1.42576 0.21655 -0.65636 -4.6 -1.8 -3.2 -0.48
O 0.73900 1.17790 0.11036 2.0 1.4 0.8 -0.20
F -0.99409 -1.49522 -0.89577 0.8 0.7 0.3 -0.19
F -0.24247 -1.63800 1.07228 0.7 0.7 -0.1 -0.18
F -1.25084 0.98096 -0.89237 0.4 0.2 -0.4 -0.29
F -1.11988 1.03239 1.20553 -0.3 0.3 1.5 -0.27
H 2.13637 -0.05565 -0.10929 3.5 -1.2 3.0 0.26

***

19
Properties=species:S:1:pos:R:3:forces:R:3:mulliken_charge:R:1 method="wB97M-V/def2-TZVPD" gap_ev=9.12 smiles="[H]/N=C/NCC.O.O" charge=0 e_homo_ev=-8.559
H 1.29374 -0.18387 -2.08415 0.0 -0.1 0.0 0.25
N 1.33758 -0.13305 -1.07303 0.0 0.2 -0.2 -0.62
C 0.18529 0.19194 -0.61602 1.0 -0.3 0.6 0.09
N 0.02644 0.41671 0.71659 -0.5 0.3 -0.6 -0.12
C -1.28475 0.49561 1.32443 0.3 -0.4 0.3 -0.47
C -1.76156 -0.84058 1.88334 -0.6 -0.8 -0.2 -1.04
H -0.69252 0.30049 -1.24559 -0.2 0.0 0.1 0.19
H 0.87124 0.44348 1.26910 -0.1 -0.3 0.1 0.19
H -1.97363 0.81948 0.54688 -0.1 0.3 0.1 0.26
H -1.25902 1.22858 2.12467 -0.1 0.3 0.0 0.35
H -2.26445 -1.44294 1.11811 0.3 0.1 -0.2 0.28
H -2.52074 -0.76218 2.65700 0.0 0.4 0.2 0.37
H -0.95992 -1.45715 2.28683 0.2 0.2 0.0 0.31
O 3.30136 -0.60731 1.24230 0.1 0.3 0.3 -0.69
H 2.95711 -0.36482 0.37037 -0.3 -0.2 -0.3 0.37
H 3.60928 -1.51170 1.16515 0.0 -0.1 -0.1 0.30
O -0.28814 0.92766 -3.55424 -0.1 0.2 -0.4 -0.59
H -1.04189 1.29504 -4.03290 0.0 -0.1 0.1 0.28
H 0.46458 1.18460 -4.09887 0.0 0.0 0.1 0.30

***

7
Properties=species:S:1:pos:R:3:forces:R:3:mulliken_charge:R:1 method="wB97M-V/def2-TZVPD" gap_ev=7.77 smiles="O=C(S)C=S" charge=0 e_homo_ev=-9.489
O 0.31409 1.57295 -0.03105 0.1 -1.8 0.2 -0.47
C 0.43901 0.36228 -0.01126 0.3 1.5 -0.2 0.73
S 2.02256 -0.47191 -0.00191 0.2 0.7 0.3 -0.25
C -0.68752 -0.63852 -0.03443 -1.2 0.4 0.0 -0.35
S -2.23177 -0.14627 0.02175 1.0 -0.5 0.0 -0.11
H 2.73284 0.66443 0.28267 -0.4 -0.6 -0.3 0.18
H -0.40714 -1.69972 -0.07766 -0.1 0.4 0.0 0.27

***

9
Properties=species:S:1:pos:R:3:forces:R:3:mulliken_charge:R:1 method="wB97M-V/def2-TZVPD" gap_ev=9.97 smiles="N/C(I)=[NH+]/O" charge=+1 e_homo_ev=-14.993
N 0.42957 1.23285 0.66648 3.0 -3.7 0.0 -0.40
C 0.30906 -0.04012 0.19963 -1.7 2.2 0.0 0.26
I 2.06175 -1.17514 0.19214 -0.7 0.1 -0.3 0.35
N -0.89539 -0.39641 -0.27633 1.5 0.5 0.9 -0.04
O -0.90759 -1.39400 -1.21033 -1.5 -1.1 0.8 -0.35
H -0.30247 1.82097 0.91758 -1.6 1.2 0.3 0.23
H 1.32109 1.28884 1.16222 -0.6 0.9 0.1 0.23
H -1.79297 -0.09444 0.21527 1.4 -0.8 -1.5 0.33
H -0.22306 -1.24256 -1.86665 0.2 0.6 -0.3 0.38

***

22
Properties=species:S:1:pos:R:3:forces:R:3:mulliken_charge:R:1 method="wB97M-V/def2-TZVPD" gap_ev=10.15 smiles="CC(=O)N1CCNN1C(C)=O" charge=0 e_homo_ev=-9.604
C 2.82160 1.24449 -0.12626 -0.4 0.1 -4.8 -1.09
C 1.28686 1.39815 -0.31305 1.3 1.0 0.5 0.75
O 0.82910 2.34761 -0.93161 0.1 -1.5 0.6 -0.58
N 0.54758 0.47855 0.41370 -3.3 1.7 -1.9 0.03
C 1.00630 -0.79496 0.77812 2.9 -1.7 1.5 -0.54
C 0.05755 -1.83963 0.23055 -0.3 0.1 -2.8 -0.50
N -0.62855 -1.00912 -0.86010 1.0 -0.2 -0.6 -0.58
N -0.76325 0.25727 -0.23419 1.5 -0.1 -0.4 0.21
C -1.96386 0.70561 0.36199 1.7 -1.4 0.4 0.58
C -3.17365 0.09594 -0.19488 -1.9 -2.8 1.3 -1.04
O -1.93295 1.38420 1.35090 -0.1 0.7 0.0 -0.58
H 3.21554 0.28142 -0.66423 -0.7 1.7 1.1 0.28
H 3.14430 1.29301 0.85809 0.6 0.0 1.8 0.33
H 3.16713 2.13032 -0.77046 0.0 -1.3 1.3 0.32
H 1.19176 -0.79601 1.88671 -0.3 -0.5 -1.0 0.37
H 1.95635 -1.02952 0.27050 0.0 0.4 0.5 0.21
H 0.49295 -2.71104 -0.37618 -0.2 1.1 1.4 0.35
H -0.61025 -2.19072 0.99652 -0.7 -0.2 -0.1 0.22
H 0.10295 -0.91622 -1.70433 -2.1 0.0 2.4 0.30
H -3.67473 0.50351 -0.99435 -0.5 1.9 -2.1 0.34
H -3.96437 0.13780 0.59053 0.8 -0.2 -0.3 0.31
H -3.10836 -0.97061 -0.56796 0.6 1.1 0.9 0.28

***

112
Properties=species:S:1:pos:R:3:forces:R:3:mulliken_charge:R:1 method="wB97M-V/def2-TZVPD" gap_ev=7.37 charge=0 e_homo_ev=-7.452
Cd 0.45369 1.36063 -1.77959 0.2 0.1 -0.1 1.60
N 5.21679 1.39571 0.39731 0.0 0.2 0.1 -0.04
C 5.29883 0.69376 1.61443 0.0 -0.1 0.0 -0.49
C 6.53179 0.49315 2.21170 0.0 0.0 0.0 -0.67
C 6.62619 -0.19456 3.41583 0.0 0.0 0.0 -0.60
C 5.48483 -0.69234 4.01842 0.0 0.0 0.0 -0.85
C 4.24839 -0.50293 3.41079 0.0 0.0 0.0 -0.62
C 4.15049 0.19139 2.21784 0.0 0.0 -0.1 0.89
S 2.56036 0.42987 1.47693 0.0 0.2 0.2 0.14
N 2.92407 1.04665 -0.05060 -0.1 0.1 -0.1 0.11
C 4.08288 1.44364 -0.38772 0.1 -0.1 0.0 0.36
C 4.27407 2.00863 -1.76216 0.0 0.1 0.0 0.30
C 5.37213 2.79976 -2.08535 0.0 0.0 0.0 -0.97
C 5.51177 3.24978 -3.38930 0.0 0.0 0.0 -0.58
C 4.55098 2.90718 -4.32204 0.0 0.0 0.0 -0.71
C 3.46977 2.14970 -3.89307 0.0 0.0 0.0 -0.35
N 3.33147 1.70787 -2.65232 0.0 -0.1 0.0 0.29
H 6.09371 1.61181 -0.04121 0.0 -0.1 0.0 0.20
H 7.42368 0.88398 1.73560 0.0 0.0 0.0 0.40
H 7.59538 -0.33699 3.87375 0.0 0.0 0.0 0.39
H 5.54814 -1.22736 4.95575 0.0 0.0 0.0 0.43
H 3.34827 -0.89448 3.86898 0.0 0.0 0.0 0.50
H 6.09411 3.10041 -1.33864 0.0 0.0 0.0 0.50
H 6.35830 3.86406 -3.66515 0.0 0.0 0.0 0.43
H 4.61821 3.23386 -5.34977 0.0 0.0 0.0 0.43
H 2.66755 1.89446 -4.57763 0.0 0.0 0.0 0.31
C -5.00520 -3.04892 -1.65603 0.0 0.0 0.0 -1.62
N -4.43534 -1.80525 -2.13742 0.1 0.1 -0.1 0.93
C -3.19948 -1.52267 -2.57566 0.0 -0.2 0.0 -0.05
N -3.09793 -0.25073 -2.89080 -0.1 0.1 -0.1 -0.33
C -4.33835 0.21482 -2.60888 -0.2 -0.3 -0.1 -0.56
N -5.18206 -0.68322 -2.14407 0.0 0.2 -0.2 -0.90
C -4.90730 -3.18984 -0.16063 -0.3 0.0 0.0 0.75
C -6.04222 -3.14408 0.63886 0.1 0.0 0.1 -0.62
C -5.93654 -3.30209 2.02041 0.1 0.0 -0.1 -0.85
C -4.69649 -3.50694 2.59915 -0.1 0.0 0.0 -0.59
C -3.56184 -3.54336 1.79003 -0.1 0.0 0.2 0.70
C -3.66875 -3.37937 0.42358 0.2 0.0 -0.2 0.23
C -2.26330 -3.78301 2.39491 -0.2 0.0 0.2 0.19
N -1.99782 -4.05463 3.62691 0.0 0.1 0.0 -0.65
N -0.62632 -4.23162 3.69096 0.0 0.0 0.0 -0.58
C -0.18787 -4.05929 2.49168 0.1 -0.1 0.2 0.21
O -1.16729 -3.77521 1.61625 0.1 -0.2 -0.2 -0.16
C 1.18844 -4.16200 2.03320 0.1 0.0 0.3 0.49
C 2.15428 -4.57283 2.94734 0.0 0.0 0.0 -0.77
C 3.47724 -4.63806 2.55287 0.0 0.0 -0.1 -0.86
C 3.82983 -4.27178 1.26080 0.0 0.0 0.1 -0.75
C 2.86427 -3.86418 0.34568 0.3 0.1 0.0 0.59
C 3.35697 -3.47070 -1.02471 0.1 0.0 -0.1 -1.15
N 2.56671 -2.46267 -1.71051 -0.3 -0.2 0.0 1.12
C 1.83798 -1.47151 -1.20722 0.0 0.1 0.1 -0.85
N 1.35724 -0.73529 -2.18687 -0.1 0.1 -0.1 0.61
C 1.83101 -1.33721 -3.30454 0.0 -0.2 0.1 -0.81
N 2.55463 -2.40679 -3.06340 0.1 0.2 -0.1 -1.31
C 1.53698 -3.82518 0.73481 -0.2 0.0 -0.2 -0.19
H -4.48508 -3.87073 -2.15156 0.0 0.1 0.0 0.38
H -6.04593 -3.06011 -1.97508 0.0 0.0 0.0 0.41
H -2.41745 -2.25965 -2.65048 0.0 0.0 0.0 0.42
H -4.63410 1.23455 -2.76042 0.0 0.2 0.0 0.54
H -7.01100 -2.98511 0.18127 0.0 0.0 0.0 0.40
H -6.82282 -3.26423 2.64053 0.0 0.0 0.0 0.44
H -4.58736 -3.64610 3.66701 0.0 0.0 0.0 0.52
H -2.77237 -3.39554 -0.18529 0.0 0.0 0.0 0.38
H 1.85178 -4.82963 3.95275 0.0 0.0 0.0 0.54
H 4.23868 -4.95148 3.25472 0.0 0.0 0.0 0.43
H 4.87181 -4.28858 0.96370 0.0 0.0 0.0 0.46
H 3.40319 -4.32852 -1.69619 0.0 0.0 0.0 0.32
H 4.37033 -3.08009 -0.91153 0.0 -0.1 -0.1 0.45
H 1.67760 -1.31198 -0.15541 0.0 0.0 0.0 0.57
H 1.61677 -0.99323 -4.30171 0.0 0.0 0.0 0.53
H 0.76078 -3.50888 0.04895 0.0 0.0 0.0 0.89
C -6.85282 1.50488 1.56831 0.0 0.0 0.0 -1.74
C -5.41935 1.09073 1.38542 0.0 0.0 -0.1 1.19
C -4.80701 0.22678 2.28437 0.0 -0.1 0.0 -1.05
C -3.50070 -0.19959 2.09070 0.0 0.0 0.0 -0.54
C -2.79798 0.25239 0.98722 0.0 0.0 -0.1 -0.49
C -3.38253 1.13645 0.08765 0.1 0.0 0.1 -1.05
C -4.68720 1.54540 0.28961 0.0 0.0 0.2 -0.92
S -1.14175 -0.30637 0.68740 -0.1 0.1 0.2 1.18
O -0.68264 -0.93646 1.90885 0.0 0.1 0.0 -0.79
O -1.16961 -1.14464 -0.49635 0.2 0.1 0.1 -0.78
N -0.32558 1.00815 0.30123 0.0 -0.5 -0.1 2.30
C -0.18514 2.09111 1.15251 0.0 -0.1 0.0 -0.54
C -0.61177 2.12773 2.48872 0.0 0.0 0.0 -0.89
C -0.39051 3.27613 3.21730 0.0 0.0 0.0 -0.81
C 0.24792 4.36091 2.62482 0.0 0.0 0.0 -0.81
C 0.63605 4.22692 1.30556 0.0 0.0 0.0 -0.54
N 0.42970 3.13107 0.58062 0.0 0.0 0.0 0.14
H -7.16805 1.39421 2.60526 0.0 0.0 0.0 0.40
H -7.50706 0.88450 0.95148 0.0 0.0 0.0 0.28
H -7.00661 2.54134 1.26919 0.0 0.0 0.0 0.40
H -5.35765 -0.12025 3.15060 0.0 0.0 0.0 0.36
H -3.01462 -0.86582 2.79173 0.0 0.0 0.0 0.65
H -2.81230 1.49924 -0.75893 0.0 0.0 0.0 0.53
H -5.14755 2.23241 -0.41059 0.0 0.0 0.0 0.44
H -1.07759 1.26368 2.93842 0.0 0.0 0.0 0.53
H -0.70798 3.32484 4.25152 0.0 0.0 0.0 0.46
H 0.44051 5.27441 3.16880 0.0 0.0 0.0 0.45
H 1.13850 5.04144 0.79304 0.0 0.0 0.0 0.42
C -0.52039 3.30254 -4.84334 0.1 0.0 0.0 -1.25
Si -0.05618 3.47152 -3.01872 -0.2 0.1 -0.2 0.59
C -1.51576 4.33782 -2.18413 0.0 -0.1 0.0 -1.16
C 1.32986 4.75853 -2.96062 0.1 -0.1 0.2 -0.84
H -0.87545 4.25541 -5.24401 0.0 0.0 0.0 0.35
H -1.30466 2.56100 -4.98285 -0.1 -0.1 0.0 0.31
H 0.33576 2.98611 -5.44549 0.0 0.0 0.0 0.30
H -1.56106 5.38589 -2.49235 0.0 0.0 0.0 0.47
H -1.41533 4.30732 -1.09792 0.0 0.0 0.0 0.24
H -2.46882 3.87147 -2.44438 0.0 0.0 0.0 0.24
H 1.01163 5.66258 -3.48559 0.0 0.0 0.0 0.43
H 2.26143 4.41678 -3.41150 0.0 0.0 0.0 0.17
H 1.54809 5.02675 -1.92425 0.0 0.0 0.0 0.10

***

In the order shown, the computed max |F| values come out to 5.86 1.25 1.84 4.72 4.83 0.50 eV Å⁻¹.